The following is a quantum chemistry calculation of a single CH2N2S2 molecule at a distorted geometry, from the Open Molecules 2025 dataset.

Geometry as XYZ:
```
7
Properties=species:S:1:pos:R:3:mulliken_charge:R:1
C 0.4396 -0.0666 0.9781 -0.14
N 1.1912 0.8643 0.6531 -0.26
N -0.8590 1.1557 -0.8660 -0.39
S -1.4711 0.0539 0.3241 -0.05
S 0.6211 2.0067 -0.4065 0.14
H 0.8014 -0.9077 1.5201 0.40
H -0.8339 0.5430 -1.6278 0.30
```

Summary:
HOMO-LUMO gap, eV: 8.928
Energy relative to the best compared isomer or geometry (same formula, charge and spin), kcal/mol: 26.55
Total energy, eV: -25718.060
HOMO energy, hartree: -0.3168
SMILES: C1=NSNS1